Below is a structure of composition C39H55B2N2O4P2S3Ti, with properties calculated with wB97M-V/def2-TZVPD.

Geometry as XYZ:
```
108
Properties=species:S:1:pos:R:3:mulliken_charge:R:1
Ti -0.51602 -1.37511 -1.03332 -0.538
C 0.78845 1.40088 3.29165 -2.310
C 0.91998 0.07562 4.05534 2.462
C 0.03333 0.14143 5.30056 -1.634
C 2.38589 -0.04655 4.47804 -2.164
P 0.57736 -1.26830 2.78063 0.231
C -1.27824 -1.22798 2.58999 -1.281
N -1.73696 -0.11652 1.78504 0.357
B -1.38270 0.19821 0.41198 1.812
N -2.07307 1.45566 0.16106 0.247
C -2.17001 2.33878 -0.99773 -1.608
P -0.72721 2.36369 -2.17292 1.174
C -1.49021 3.12147 -3.73492 2.134
C -1.51569 4.65144 -3.78741 -2.092
C -0.62772 2.59585 -4.88806 -1.863
C -2.92421 2.63545 -3.97221 -1.890
C 0.35635 3.70542 -1.41539 2.301
C -0.25201 5.06232 -1.04552 -1.890
C 0.87929 3.05354 -0.13261 -2.263
C 1.55112 3.93137 -2.34351 -1.886
C -2.80188 1.80803 1.28470 0.791
C -3.64491 2.88631 1.51089 -0.601
C -4.26342 3.00183 2.75075 -0.941
C -4.05524 2.05287 3.74068 -0.959
C -3.22475 0.96076 3.51843 -1.045
C -2.59884 0.83926 2.28770 0.548
C 0.85391 -2.89625 3.68903 2.530
C 2.31499 -3.28237 3.42230 -1.720
C -0.01254 -3.98920 3.06215 -2.660
C 0.59442 -2.89176 5.19840 -2.157
H 1.23314 2.19894 3.89358 0.709
H 1.31112 1.35772 2.34217 0.388
H -0.24716 1.66604 3.10205 0.256
H 0.13318 1.12767 5.75816 0.468
H -1.01926 0.01387 5.06678 0.027
H 0.30978 -0.60087 6.05216 0.434
H 2.64512 0.79620 5.12361 0.530
H 2.58874 -0.96282 5.03401 0.419
H 3.04466 -0.01990 3.61008 0.353
H -1.58331 -2.15969 2.10685 0.145
H -1.77156 -1.20315 3.56492 0.495
H -3.06575 2.08452 -1.56882 0.572
H -2.32426 3.35399 -0.61514 -0.139
H -0.52262 5.09540 -3.73682 0.341
H -1.95940 4.95817 -4.73808 0.565
H -2.12445 5.07721 -2.98865 0.267
H 0.41958 2.87552 -4.77369 0.323
H -0.67851 1.50978 -4.94762 0.313
H -0.98820 3.01402 -5.83138 0.524
H -3.62878 3.09431 -3.28021 0.381
H -3.21760 2.93701 -4.97938 0.517
H -3.01987 1.55330 -3.90794 0.257
H -1.22990 4.98107 -0.57342 0.159
H 0.40338 5.55928 -0.32659 0.485
H -0.34800 5.72188 -1.90730 0.438
H 0.09649 2.96107 0.61745 0.338
H 1.28268 2.05556 -0.33044 0.020
H 1.67747 3.67255 0.28763 0.772
H 1.26265 4.36871 -3.29970 0.279
H 2.25779 4.61592 -1.86595 0.547
H 2.07493 2.99922 -2.54706 0.164
H -3.83672 3.61543 0.73830 0.513
H -4.92666 3.83600 2.93669 0.388
H -4.55362 2.15325 4.69526 0.399
H -3.09396 0.22230 4.29619 0.354
H 3.01498 -2.55858 3.83773 0.327
H 2.52654 -4.25401 3.87356 0.505
H 2.50679 -3.34656 2.34940 0.156
H 0.10562 -4.03131 1.97984 0.550
H 0.30137 -4.95722 3.46274 0.602
H -1.07136 -3.86983 3.28758 0.349
H 1.23891 -2.19389 5.73567 0.412
H -0.44375 -2.64211 5.42915 0.278
H 0.79119 -3.89050 5.59653 0.563
S -2.77510 -1.77057 -5.12906 -0.343
C -1.97264 -1.78181 -3.69254 0.387
S -2.36327 -0.67314 -2.39610 -0.552
S -0.67529 -2.81985 -3.25788 -0.410
C 2.49783 -4.09930 -1.52323 -2.023
C 1.20590 -3.70307 -0.85780 0.880
O 1.10629 -2.51963 -0.46689 -0.390
C 0.16203 -4.66659 -0.61679 0.678
C 0.44356 -6.04671 -0.62448 -0.911
C -0.49076 -6.96042 -0.20809 -0.901
C -1.74886 -6.50243 0.21702 -0.613
C -2.06900 -5.16990 0.20949 -0.626
C -1.12888 -4.20917 -0.23582 0.275
O -1.45849 -2.96455 -0.30294 0.385
H 3.05321 -3.19613 -1.76299 0.343
H 2.29533 -4.67104 -2.42783 0.398
H 3.09655 -4.72126 -0.85485 0.469
H 1.41981 -6.38479 -0.94024 0.407
H -0.26657 -8.01762 -0.20464 0.411
H -2.48985 -7.22046 0.54501 0.407
H -3.04695 -4.81375 0.50667 0.522
O 2.28983 -0.01684 -1.73017 -0.212
B 1.10716 -0.47387 -2.38828 1.218
O 1.30471 -0.33053 -3.77015 -0.377
C 2.51986 0.24119 -3.94332 0.905
C 3.13311 0.62342 -5.11568 -1.119
C 4.39943 1.19644 -5.00526 -0.490
C 5.01193 1.36794 -3.77004 -0.605
C 4.38264 0.97820 -2.58832 -0.953
C 3.12857 0.42060 -2.70534 0.199
H 2.64535 0.48532 -6.06837 0.533
H 4.91434 1.51490 -5.90190 0.393
H 5.99491 1.81771 -3.72364 0.380
H 4.84252 1.11599 -1.62114 0.510
```

As for the charge: -1. As for the energy: -128065.061 eV. The spin multiplicity is 1. As for the relative energy (zero: lowest compared OMol25 entry of this formula, charge and spin): 123.2 kJ/mol. The value obtained for the orbital gap is 6.490 eV. Its HOMO energy is -4.54 eV. The calculation puts the lowest unoccupied orbital energy at 1.95 eV.